Model A:
Entry from the Open Molecules 2025 dataset: a molecular structure, CH7N6 (the ωB97M-V functional and the def2-TZVPD basis).

```
14
CH7N6, DFT the ωB97M-V functional and the def2-TZVPD basis
H -2.114 -0.954 1.293
N 0.154 0.379 -0.424
N 1.842 3.615 -0.817
H 1.737 -0.486 -1.563
N -1.470 -0.184 1.460
H -1.870 0.769 1.779
H -1.163 -0.519 2.400
N 0.580 1.770 -0.305
H -0.613 0.028 0.430
H -0.469 -2.016 -0.558
N 0.465 -1.884 -0.720
H 0.860 -2.568 -1.277
C 0.865 -0.607 -0.955
N 1.197 2.658 -0.743
```

Summary:
HOMO ... -13.207 eV
Lowest unoccupied orbital energy ... -3.92 eV
Orbital gap ... 9.29 eV
Total charge ... +1

natural (NBO) atomic charge list, values in e, 8 entries: 0.41 -0.35 -0.01 0.23 -1.03 0.44 0.42 -0.20

Model B:
Entry from the Open Molecules 2025 dataset: 2 unconnected molecules or ions with the total composition CH7N6 (the ωB97M-V functional and the def2-TZVPD basis).

```
14
CH7N6, DFT the ωB97M-V functional and the def2-TZVPD basis
C 0.773 0.474 0.261
H -1.144 -0.230 -1.694
H 1.927 1.808 1.266
N -0.782 -0.836 -0.902
N -3.251 -0.516 0.346
H 1.726 -1.190 -0.775
H 0.146 1.952 1.384
H 0.066 -1.490 -1.094
N -0.470 0.206 -0.032
N -2.825 -0.056 1.267
N 0.963 1.586 0.937
H 2.766 -0.116 -0.077
N 1.741 -0.279 -0.321
H -1.636 -1.315 -0.566
```

Summary:
HOMO ... -13.801 eV
Lowest unoccupied orbital energy ... -3.61 eV
Orbital gap ... 10.19 eV
Total charge ... +1

natural (NBO) atomic charge list, values in e, 8 entries: 0.60 0.46 0.42 -0.54 -0.07 0.40 0.44 0.41

We find model B to be the most stable, with the next structure 375.9 kJ/mol higher.

Model A:
Entry from the Open Molecules 2025 dataset: 2 unconnected molecules or ions with the total composition C5H6N2O (the ωB97M-V functional and the def2-TZVPD basis).

```
14
C5H6N2O, DFT the ωB97M-V functional and the def2-TZVPD basis
C -0.606 -1.069 -0.362
H -1.316 0.527 1.683
N -0.451 0.268 -0.172
H -0.384 1.810 -1.645
C -0.184 -0.266 -2.338
C 1.572 -0.366 2.187
H -0.469 2.117 0.866
H -0.648 -1.813 0.429
C -0.187 0.758 -1.433
O 2.636 -0.407 1.681
C -0.486 0.997 1.049
H -0.115 -0.263 -3.444
H 1.067 -0.887 3.112
N -0.430 -1.406 -1.614
```

Summary:
HOMO (alpha / beta) ... -8.175 / -8.211 eV
Lowest unoccupied orbital energy (alpha / beta) ... -0.32 / 0.08 eV
Orbital gap (alpha / beta) ... 7.86 / 8.29 eV

natural (NBO) atomic charge list, values in e, 8 entries: 0.16 0.19 -0.39 0.21 -0.09 0.39 0.20 0.20

Model B:
Entry from the Open Molecules 2025 dataset: a single C5H6N2O molecule (the ωB97M-V functional and the def2-TZVPD basis).

```
14
C5H6N2O, DFT the ωB97M-V functional and the def2-TZVPD basis
H 3.033 1.197 0.583
C -0.950 -1.074 0.549
C -0.059 -0.061 0.208
C 1.410 -0.130 -0.156
C -0.718 1.133 -0.075
H 2.994 -1.136 -0.712
N 2.017 1.034 0.260
N 2.007 -1.287 -0.373
H 1.097 1.905 0.265
C -2.124 -0.640 -0.077
H -3.093 -1.103 -0.158
H -0.558 2.087 -0.186
O -2.016 0.699 -0.306
H -0.867 -2.146 0.756
```

Summary:
HOMO ... -8.789 eV
Lowest unoccupied orbital energy ... 0.75 eV
Orbital gap ... 9.54 eV
SMILES ... [H]/N=C(\N)c1ccoc1

natural (NBO) atomic charge list, values in e, 8 entries: 0.43 -0.29 -0.13 0.42 0.03 0.33 -0.86 -0.71

We find model B to be the most stable, with the next structure 50.0 kJ/mol higher.

Model A:
Entry from the Open Molecules 2025 dataset: 2 unconnected molecules or ions with the total composition C2H8OS2 (the ωB97M-V functional and the def2-TZVPD basis).

```
13
C2H8OS2, DFT the ωB97M-V functional and the def2-TZVPD basis
H -1.148 -0.442 0.821
H -2.902 0.460 -1.106
H -1.223 0.836 -1.396
H 0.421 -0.408 2.746
H 2.783 0.723 -0.117
S 1.318 -1.219 2.105
O -1.642 0.345 0.580
H 1.596 0.448 -1.504
S 1.528 -1.362 0.065
C -1.887 0.178 -0.830
H -1.696 -0.870 -1.054
H 1.051 0.920 0.133
C 1.802 0.392 -0.441
```

Summary:
HOMO ... -8.859 eV
Lowest unoccupied orbital energy ... 0.10 eV
Orbital gap ... 8.96 eV
SMILES ... CSS.CO

natural (NBO) atomic charge list, values in e, 8 entries: 0.47 0.18 0.16 0.15 0.23 -0.22 -0.73 0.23

Model B:
Entry from the Open Molecules 2025 dataset: 3 unconnected molecules or ions with the total composition C2H8OS2 (the ωB97M-V functional and the def2-TZVPD basis).

```
13
C2H8OS2, DFT the ωB97M-V functional and the def2-TZVPD basis
H 0.569 -0.265 2.261
H 0.862 -0.694 -2.714
C -1.853 0.514 -0.098
H -1.951 -0.557 0.402
H 2.225 -0.196 1.747
C 1.187 -0.215 1.264
H 0.990 0.656 0.641
S 1.040 -1.721 0.439
H -1.109 0.274 -0.930
O 1.132 0.019 -2.114
H -2.894 0.687 -0.626
H 1.201 -0.370 -1.179
S -1.400 1.870 0.906
```

Summary:
HOMO ... -8.370 eV
Lowest unoccupied orbital energy ... -4.22 eV
Orbital gap ... 4.15 eV

natural (NBO) atomic charge list, values in e, 8 entries: 0.26 0.47 -0.90 0.24 0.30 -0.88 0.25 0.05

Model C:
Entry from the Open Molecules 2025 dataset: 2 unconnected molecules or ions with the total composition C2H8OS2 (the ωB97M-V functional and the def2-TZVPD basis).

```
13
C2H8OS2, DFT the ωB97M-V functional and the def2-TZVPD basis
H -1.190 -0.055 -1.899
S 1.809 -0.061 -0.119
H -0.480 -0.926 -0.359
H 2.107 2.614 2.742
O -2.045 -0.399 -1.553
H -0.195 0.101 1.081
H 3.117 1.141 2.886
H -2.595 0.405 -1.409
H -0.457 0.858 -0.522
H 1.341 0.995 2.694
C 2.230 1.575 2.393
C 0.000 0.000 0.000
S 2.369 1.666 0.578
```

Summary:
HOMO ... -8.686 eV
Lowest unoccupied orbital energy ... 0.67 eV
Orbital gap ... 9.35 eV
SMILES ... CSSC.O

natural (NBO) atomic charge list, values in e, 8 entries: 0.47 0.09 0.26 0.23 -0.94 0.22 0.22 0.47

Model D:
Entry from the Open Molecules 2025 dataset: 2 unconnected molecules or ions with the total composition C2H8OS2 (the ωB97M-V functional and the def2-TZVPD basis).

```
13
C2H8OS2, DFT the ωB97M-V functional and the def2-TZVPD basis
H 1.041 -0.069 0.067
H -2.349 -0.071 -0.463
H 0.972 -2.955 1.851
C -1.960 0.871 -0.157
H 2.304 0.050 -1.209
S -1.368 1.429 -1.798
H 1.486 1.507 -0.794
S 0.171 0.169 -2.217
H -1.129 0.757 0.527
C 1.347 0.428 -0.845
H -2.676 1.623 0.136
H 0.950 -1.687 2.871
O 1.211 -2.053 2.032
```

Summary:
HOMO ... -8.112 eV
Lowest unoccupied orbital energy ... 0.65 eV
Orbital gap ... 8.76 eV
SMILES ... CSSC.O

natural (NBO) atomic charge list, values in e, 8 entries: 0.23 0.22 0.48 -0.73 0.23 0.06 0.22 0.07

We find model D to be the most stable, with the next structure 26.6 kJ/mol higher.

Model A:
Entry from the Open Molecules 2025 dataset: 2 unconnected molecules or ions with the total composition C2H8OS2 (the ωB97M-V functional and the def2-TZVPD basis).

```
13
C2H8OS2, DFT the ωB97M-V functional and the def2-TZVPD basis
H -0.505 -0.922 -2.596
S -0.859 0.698 2.183
H -0.677 0.339 -0.134
C -0.198 1.043 0.574
H -0.517 -2.478 -2.528
H 1.800 -0.003 0.803
H 1.754 1.773 1.029
O 0.050 -1.714 -2.780
H 1.698 1.079 -0.621
C 1.368 0.938 0.422
S -1.071 -1.416 1.998
H -0.669 2.034 0.434
H -2.172 -1.372 1.217
```

Summary:
HOMO ... -9.072 eV
Lowest unoccupied orbital energy ... 0.29 eV
Orbital gap ... 9.36 eV
SMILES ... CCSS.O

natural (NBO) atomic charge list, values in e, 8 entries: 0.47 0.13 0.21 -0.56 0.47 0.23 0.21 -0.94

Model B:
Entry from the Open Molecules 2025 dataset: 2 unconnected molecules or ions with the total composition C2H8OS2 (the ωB97M-V functional and the def2-TZVPD basis).

```
13
C2H8OS2, DFT the ωB97M-V functional and the def2-TZVPD basis
H -0.319 -0.745 0.337
O -2.523 -0.439 0.721
H 0.720 1.600 2.946
S 1.428 2.041 1.866
H 0.170 -0.355 -2.203
H -2.490 0.523 0.732
H -0.087 0.868 -0.429
C 0.877 -0.691 -1.429
H -2.796 -0.648 -0.203
H 1.914 -0.495 -1.645
C 0.423 -0.111 -0.093
H 0.798 -1.747 -1.540
S 1.885 0.199 0.940
```

Summary:
HOMO ... -9.068 eV
Lowest unoccupied orbital energy ... 0.46 eV
Orbital gap ... 9.52 eV
SMILES ... CCSS.O

natural (NBO) atomic charge list, values in e, 8 entries: 0.24 -0.94 0.13 -0.15 0.21 0.47 0.22 -0.63

We find model A to be the most stable, with the next structure 14.4 kJ/mol higher.